1.
ORCA calculation (the ωB97M-V functional and the def2-TZVPD basis) on a cluster of 11 separate species, C29H80O11 in total.

HOMO level = -9.75 eV
Frontier orbital gap = 10.2 eV
SMILES = CC(C)O.CC(C)O.CC(C)O.CC(C)O.CC(C)O.CC(C)O.CC(C)O.CC(C)O.CC(C)O.CO.CO
Multiplicity = 1
Relative energy (zero: lowest compared OMol25 entry of this formula, charge and spin) = 0.0 kcal per mole
Electronic energy = -1980.52905 hartree

Each line ends with the Löwdin charge.
Cartesian coordinates (Å):
C  0.22  -4.74  5.57  -0.050
C  0.00  -3.74  4.45  -0.465
C  1.25  -2.97  4.06  -0.061
O  -0.47  -4.44  3.27  -0.081
H  0.98  -5.48  5.30  0.085
H  -0.71  -5.28  5.74  0.084
H  0.49  -4.24  6.50  0.086
H  -0.80  -3.05  4.69  0.134
H  1.70  -2.44  4.91  0.094
H  1.01  -2.20  3.33  0.054
H  2.04  -3.64  3.72  0.085
H  0.16  -5.12  3.02  0.101
C  -2.79  -3.73  0.14  -0.038
C  -3.23  -2.94  1.37  -0.462
C  -4.14  -3.73  2.28  -0.047
O  -2.09  -2.48  2.11  -0.086
H  -2.64  -4.78  0.42  0.081
H  -1.85  -3.38  -0.27  0.063
H  -3.56  -3.71  -0.64  0.083
H  -3.75  -2.03  1.05  0.126
H  -4.45  -3.10  3.11  0.078
H  -3.62  -4.61  2.68  0.084
H  -5.04  -4.07  1.77  0.088
H  -1.65  -3.25  2.52  0.051
C  1.86  -3.01  0.44  -0.056
C  2.88  -1.92  0.18  -0.480
C  3.55  -1.54  1.49  -0.042
O  3.85  -2.37  -0.77  -0.049
H  1.41  -3.40  -0.47  0.060
H  1.04  -2.61  1.05  0.061
H  2.28  -3.84  1.00  0.083
H  2.40  -1.05  -0.26  0.118
H  4.00  -2.44  1.92  0.086
H  2.81  -1.21  2.22  0.073
H  4.34  -0.80  1.40  0.059
H  4.42  -3.01  -0.33  0.084
C  5.47  2.97  1.72  -0.055
C  4.69  2.15  0.70  -0.492
C  3.20  2.31  0.86  -0.050
O  5.02  2.57  -0.63  -0.054
H  6.54  2.78  1.65  0.076
H  5.14  2.74  2.74  0.082
H  5.27  4.04  1.57  0.085
H  4.98  1.10  0.83  0.112
H  2.90  3.35  0.70  0.073
H  2.88  1.96  1.84  0.087
H  2.68  1.69  0.12  0.059
H  5.97  2.45  -0.75  0.084
C  2.41  3.04  -4.92  -0.044
C  2.78  1.96  -3.92  -0.495
C  1.60  1.58  -3.03  -0.052
O  3.25  0.83  -4.64  -0.046
H  1.99  3.90  -4.40  0.074
H  1.75  2.62  -5.68  0.084
H  3.31  3.33  -5.47  0.081
H  3.55  2.35  -3.23  0.130
H  0.83  1.07  -3.62  0.066
H  1.12  2.47  -2.61  0.061
H  1.90  0.93  -2.21  0.064
H  3.64  0.21  -4.02  0.087
C  -3.12  2.14  1.82  -0.058
C  -3.96  0.89  1.98  -0.498
C  -4.46  0.72  3.40  -0.047
O  -5.09  0.91  1.11  -0.042
H  -2.13  2.01  2.27  0.070
H  -3.59  3.06  2.20  0.088
H  -2.97  2.36  0.76  0.061
H  -3.32  0.02  1.77  0.106
H  -5.25  1.42  3.64  0.086
H  -3.64  0.89  4.11  0.072
H  -4.85  -0.29  3.58  0.072
H  -4.85  0.55  0.25  0.083
C  -0.28  3.75  -0.33  -0.058
C  -0.14  5.21  -0.71  -0.471
C  0.50  6.03  0.38  -0.054
O  0.60  5.33  -1.94  -0.065
H  -0.91  3.19  -1.01  0.051
H  -0.71  3.67  0.67  0.079
H  0.69  3.23  -0.31  0.055
H  -1.13  5.59  -1.00  0.139
H  0.67  7.06  0.04  0.081
H  1.47  5.61  0.66  0.074
H  -0.15  6.08  1.25  0.083
H  1.48  4.96  -1.80  0.075
C  -0.69  -3.47  -4.76  -0.050
C  -0.54  -2.42  -3.67  -0.462
C  0.89  -2.34  -3.16  -0.047
O  -0.95  -1.13  -4.17  -0.080
H  -1.72  -3.52  -5.12  0.082
H  -0.41  -4.45  -4.37  0.082
H  -0.03  -3.25  -5.60  0.084
H  -1.23  -2.62  -2.86  0.132
H  0.97  -1.55  -2.41  0.060
H  1.56  -2.06  -3.97  0.091
H  1.19  -3.29  -2.71  0.076
H  -0.28  -0.79  -4.77  0.092
C  -2.50  2.12  -2.93  -0.064
C  -3.42  1.30  -3.80  -0.487
C  -3.01  1.36  -5.27  -0.056
O  -3.48  -0.04  -3.33  -0.064
H  -2.47  3.18  -3.20  0.087
H  -1.47  1.74  -2.93  0.063
H  -2.81  2.08  -1.88  0.061
H  -4.44  1.69  -3.71  0.135
H  -1.96  1.08  -5.42  0.065
H  -3.17  2.36  -5.68  0.080
H  -3.61  0.68  -5.87  0.081
H  -2.62  -0.45  -3.49  0.040
C  -0.52  0.00  0.18  -0.117
O  -0.55  -0.28  1.56  -0.151
H  -1.50  0.33  -0.19  0.077
H  0.22  0.77  -0.05  0.065
H  -0.28  -0.90  -0.41  0.070
H  -1.00  -1.14  1.69  0.040
C  -0.09  0.40  4.83  -0.151
O  0.88  0.61  3.81  -0.144
H  -0.21  -0.67  5.05  0.058
H  0.26  0.89  5.74  0.078
H  -1.06  0.82  4.57  0.067
H  0.42  0.49  2.96  0.024

***

2.
ORCA calculation (the ωB97M-V functional and the def2-TZVPD basis) on a structure of composition C34H38N6O6P2Sr.

HOMO level (spin up / spin down) = -5.06 / -5.07 eV
Frontier orbital gap (spin up / spin down) = 3.5 / 3.5 eV
Multiplicity = 1
Relative energy (zero: lowest compared OMol25 entry of this formula, charge and spin) = 0.0 kcal per mole
Electronic energy = -2811.31803 hartree

Each line ends with the Löwdin charge.
Cartesian coordinates (Å):
Sr  -1.66  -1.80  0.18  1.490
C  -4.18  -1.42  -3.02  -0.137
C  -3.53  -0.28  -3.28  -0.145
C  -4.04  1.04  -2.84  -0.165
C  -4.45  1.11  -1.34  -0.146
C  -3.70  0.18  -0.41  -0.154
C  -3.98  -1.16  -0.24  -0.294
C  -5.25  -1.73  -0.76  -0.177
C  -5.47  -1.53  -2.28  -0.165
C  1.02  -1.33  3.05  -0.128
H  -3.86  -2.35  -3.50  0.113
H  -2.67  -0.26  -3.95  0.119
H  -4.92  1.28  -3.46  0.127
H  -3.31  1.83  -3.07  0.110
H  -4.27  2.15  -1.01  0.119
H  -5.56  1.01  -1.25  0.124
H  -3.33  0.72  0.49  0.069
H  -3.77  -1.69  0.73  0.058
H  -6.06  -1.27  -0.18  0.134
H  -5.27  -2.80  -0.50  0.115
H  -6.00  -2.42  -2.64  0.119
H  -6.13  -0.67  -2.45  0.113
H  1.15  -2.40  2.88  -0.080
H  0.55  -0.99  3.98  -0.072
H  1.74  -0.65  2.58  -0.078
P  -0.34  1.37  1.43  1.120
P  1.19  0.87  -1.33  1.073
N  -1.98  0.73  2.32  -0.206
N  -0.23  2.74  2.45  -0.297
N  0.27  -0.60  -1.84  -0.170
N  1.87  1.05  -2.91  -0.261
C  -1.10  2.10  -0.10  -0.403
C  -0.18  2.14  -1.35  -0.374
C  -2.10  -0.58  2.82  -0.285
C  -3.33  -0.71  3.46  -0.101
C  -4.01  0.53  3.32  -0.094
C  -3.17  1.40  2.64  -0.159
C  0.22  2.62  3.78  -0.118
C  0.48  3.88  4.27  -0.080
C  0.17  4.82  3.24  -0.088
C  -0.28  4.11  2.15  -0.141
C  0.87  -1.81  -2.22  -0.088
C  -0.10  -2.75  -2.47  -0.074
C  -1.36  -2.09  -2.41  -0.231
C  -1.10  -0.76  -2.04  -0.339
C  1.19  1.24  -4.13  -0.135
C  2.14  1.32  -5.15  -0.092
C  3.43  1.17  -4.54  -0.096
C  3.24  0.99  -3.19  -0.126
H  -1.51  3.09  0.13  0.067
H  -1.98  1.50  -0.37  0.011
H  -0.76  2.06  -2.28  0.052
H  0.33  3.13  -1.40  0.093
H  -1.20  -1.19  2.90  0.002
H  -3.67  -1.60  3.99  0.098
H  -5.01  0.75  3.70  0.097
H  -3.33  2.43  2.36  0.116
H  0.34  1.63  4.19  0.100
H  0.87  4.10  5.25  0.092
H  0.27  5.90  3.30  0.093
H  -0.58  4.43  1.17  0.086
H  1.95  -1.87  -2.27  0.129
H  0.02  -3.82  -2.63  0.121
H  -2.34  -2.58  -2.44  0.082
H  -1.81  0.03  -1.75  0.068
H  0.11  1.28  -4.16  0.091
H  1.93  1.49  -6.20  0.090
H  4.38  1.20  -5.06  0.091
H  3.93  0.81  -2.38  0.104
O  1.94  -2.65  0.52  -0.043
C  2.74  -1.69  0.46  -0.619
O  2.56  -0.52  -0.07  -0.246
C  4.16  -1.77  1.08  -0.073
C  4.82  -0.56  1.42  0.088
C  6.15  -0.57  1.91  -0.118
C  6.87  -1.76  2.06  0.085
C  6.22  -2.95  1.72  -0.127
C  4.88  -2.96  1.25  0.092
N  6.95  -4.18  1.87  -0.319
O  8.14  -4.09  2.28  0.049
O  6.40  -5.26  1.59  0.063
N  6.77  0.69  2.28  -0.317
O  6.08  1.73  2.18  0.055
O  7.95  0.69  2.68  0.056
H  4.31  0.40  1.33  0.127
H  7.89  -1.75  2.44  0.130
H  4.41  -3.91  1.01  0.127

***

3.
ORCA calculation (the ωB97M-V functional and the def2-TZVPD basis) on a structure of composition CH4NO2P.

HOMO level = -9.17 eV
Frontier orbital gap = 9.2 eV
Multiplicity = 1
Relative energy (zero: lowest compared OMol25 entry of this formula, charge and spin) = 38.1 kcal per mole
Electronic energy = -587.06430 hartree

Each line ends with the Löwdin charge.
Cartesian coordinates (Å):
C  1.53  0.92  -0.77  -0.099
N  -2.04  -1.02  -0.24  -0.222
O  -1.54  1.61  0.22  -0.471
O  0.97  0.10  -0.10  -0.114
P  -1.25  0.52  -0.70  0.741
H  0.93  1.33  -1.51  0.016
H  2.56  0.87  -0.59  0.086
H  -2.25  -1.09  0.81  0.061
H  -1.57  -1.81  -0.69  0.003

***

4.
ORCA calculation (the ωB97M-V functional and the def2-TZVPD basis) on a structure of composition C32H41N6O3SSi2Ta.

HOMO level = -13.56 eV
Frontier orbital gap = 7.8 eV
Multiplicity = 1
Charge = +2
Relative energy (zero: lowest compared OMol25 entry of this formula, charge and spin) = 0.2 kcal per mole
Electronic energy = -2832.16579 hartree

Each line ends with the Löwdin charge.
Cartesian coordinates (Å):
Ta  0.02  0.44  -0.14  1.888
O  -0.82  1.44  1.59  -0.233
C  0.01  1.94  2.65  -0.088
C  1.08  2.71  1.95  -0.231
C  1.76  3.74  2.57  0.023
C  2.69  4.45  1.83  -0.002
C  2.88  4.12  0.50  -0.005
C  2.16  3.07  -0.03  -0.129
N  1.28  2.35  0.68  0.017
H  -1.68  1.12  1.91  0.042
H  0.41  1.10  3.22  0.138
H  -0.60  2.58  3.29  0.152
H  1.55  3.99  3.60  0.135
H  3.24  5.27  2.28  0.130
H  3.58  4.66  -0.12  0.127
H  2.30  2.78  -1.06  0.090
O  1.07  -0.43  1.33  -0.277
C  2.00  -1.39  1.46  -0.352
C  2.86  -1.36  2.55  -0.002
C  3.86  -2.31  2.67  -0.040
C  4.02  -3.30  1.70  -0.055
C  3.15  -3.34  0.63  -0.013
C  2.12  -2.40  0.50  -0.099
C  1.13  -2.52  -0.57  -0.236
N  0.28  -1.59  -1.04  -0.019
C  -0.52  -2.23  -1.97  -0.095
C  -0.14  -3.52  -2.09  -0.011
N  0.90  -3.68  -1.20  0.151
H  2.74  -0.58  3.29  0.123
H  4.53  -2.28  3.52  0.120
H  4.81  -4.02  1.78  0.117
H  3.29  -4.10  -0.13  0.118
H  -1.30  -1.72  -2.49  0.059
H  -0.50  -4.32  -2.71  0.135
H  1.37  -4.54  -1.00  0.168
C  -2.69  3.47  -0.22  -0.159
Si  -3.37  1.73  -0.05  0.508
C  -3.60  1.39  1.82  -0.146
C  -5.15  1.59  -0.64  -0.166
C  -2.22  0.41  -0.89  -0.408
C  -2.51  -0.81  -0.09  -0.427
C  -3.60  -1.68  -0.02  -0.003
C  -3.60  -2.67  0.94  -0.006
C  -2.52  -2.81  1.82  -0.023
C  -1.46  -1.94  1.69  -0.080
N  -1.48  -0.97  0.76  -0.078
Si  -2.75  0.47  -2.76  0.474
C  -4.19  -0.69  -3.07  -0.167
C  -1.49  -0.05  -4.07  -0.183
C  -3.25  2.19  -3.36  -0.182
H  -3.40  4.17  0.23  0.054
H  -2.53  3.77  -1.25  0.018
H  -1.74  3.57  0.31  0.020
H  -4.68  1.38  2.01  0.060
H  -3.21  2.20  2.44  0.051
H  -3.26  0.43  2.21  0.044
H  -5.71  2.38  -0.12  0.056
H  -5.57  0.64  -0.31  0.042
H  -5.34  1.70  -1.70  0.022
H  -4.44  -1.56  -0.69  0.099
H  -4.44  -3.34  1.03  0.127
H  -2.50  -3.58  2.58  0.119
H  -0.58  -2.00  2.32  0.124
H  -3.92  -1.74  -2.90  0.038
H  -4.45  -0.61  -4.13  0.054
H  -5.10  -0.48  -2.50  0.027
H  -1.65  -1.07  -4.41  0.043
H  -0.44  0.06  -3.80  -0.015
H  -1.65  0.60  -4.93  0.054
H  -3.90  2.79  -2.73  0.015
H  -3.78  2.01  -4.29  0.059
H  -2.38  2.80  -3.62  0.004
C  4.68  -0.03  -2.31  -0.012
C  3.52  -0.13  -3.06  -0.006
C  2.30  0.03  -2.43  -0.124
N  2.19  0.30  -1.12  -0.058
C  3.32  0.39  -0.40  -0.136
C  4.57  0.24  -0.96  -0.010
H  5.65  -0.16  -2.77  0.127
H  3.54  -0.33  -4.12  0.127
H  1.39  -0.04  -3.00  0.077
H  3.21  0.62  0.65  0.112
H  5.45  0.32  -0.32  0.125
O  0.73  2.30  -3.96  -0.451
S  0.11  2.77  -2.74  0.841
N  -0.07  1.79  -1.64  -0.526

***

Which value of relative energy (zero: lowest compared OMol25 entry of this formula, charge and spin) does entry 2 give?
0.0 kcal per mole

***

Look up the electronic energy of the first one.
-1980.52905 hartree